ORCA calculation (ωB97M-V with the def2-TZVPD basis set) on one molecule with the formula C3H5N3S2.

Last columns: bonded neighbours and bond lengths (Å).
Element x y z (Å)
1 C -0.39 1.82 0.43  N7 1.423, N9 1.256, H13 1.115
2 N -0.24 -0.46 1.12  H3 1.004, N7 1.385, C11 1.361
3 H 0.42 -0.93 1.70  N2 1.004
4 H 1.86 1.28 -0.74  C10 1.102
5 H -1.46 -2.05 1.25  C11 1.094
6 S -2.20 -0.82 -0.68  C11 1.626
7 N 0.30 0.58 0.37  C1 1.423, N2 1.385, C10 1.354
8 H 0.45 2.69 -1.02  N9 1.004
9 N -0.23 2.83 -0.29  C1 1.256, H8 1.004
10 C 1.48 0.36 -0.26  H4 1.102, N7 1.354, S12 1.630
11 C -1.29 -1.18 0.62  N2 1.361, H5 1.094, S6 1.626
12 S 2.34 -1.02 -0.29  C10 1.630
13 H -1.13 1.82 1.26  C1 1.115

The HOMO-LUMO gap comes out at 8.73 eV. As for the energy above the lowest of the compared OMol25 structures with the same formula, charge and spin: 1.601 eV. Its SMILES is [H]/N=C\N(C=S)NC=S.

***

ORCA calculation (ωB97M-V with the def2-TZVPD basis set) on one molecule with the formula C7H10N2O2S at a distorted geometry.

Last columns: bonded neighbours and bond lengths (Å).
Element x y z (Å)
1 C 0.37 1.31 0.47  C7 1.274, C8 1.553, N19 1.410
2 H -0.69 -3.28 0.68  C13 1.102
3 H -0.68 1.01 2.21  N19 0.949
4 C -2.54 -0.73 0.00  O6 1.383, C11 1.278, S16 1.732
5 H 0.70 3.11 1.69  C8 1.047
6 O -3.65 -0.82 -0.83  C4 1.383, S16 1.723
7 C 1.00 0.81 -0.52  C1 1.274, C12 1.267
8 C 0.52 2.84 0.70  C1 1.553, H5 1.047, H14 1.057, H17 1.060
9 H 2.44 -0.08 -1.77  C12 1.102
10 O -3.07 1.71 -0.96  S16 1.469
11 C -1.48 -1.32 0.38  C4 1.278, C13 1.521, N20 1.422
12 C 1.40 0.21 -1.57  C7 1.267, H9 1.102, H15 1.126
13 C -1.11 -2.70 -0.15  H2 1.102, C11 1.521, H21 1.117, H22 1.121
14 H -0.40 3.31 0.46  C8 1.057
15 H 0.90 0.35 -2.57  C12 1.126
16 S -3.54 0.69 -0.02  C4 1.732, O6 1.723, O10 1.469
17 H 1.44 3.10 0.22  C8 1.060
18 H 0.22 -1.32 1.32  N20 1.024
19 N -0.49 0.64 1.35  C1 1.410, H3 0.949, N20 1.417
20 N -0.64 -0.77 1.39  C11 1.422, H18 1.024, N19 1.417
21 H -2.00 -3.13 -0.66  C13 1.117
22 H -0.23 -2.49 -0.81  C13 1.121

The HOMO-LUMO gap comes out at 9.02 eV. As for the energy above the lowest of the compared OMol25 structures with the same formula, charge and spin: 6.508 eV.

***

ORCA calculation (ωB97M-V with the def2-TZVPD basis set) on one molecule with the formula C7H12N2 at a distorted geometry.

Last columns: bonded neighbours and bond lengths (Å).
Element x y z (Å)
1 H 2.06 0.89 2.72  N14 0.929
2 H -2.57 1.65 -0.30  C5 1.105
3 H -2.88 -0.23 -0.02  C5 1.155
4 C 0.66 0.38 1.44  C6 1.397, C10 1.471, N14 1.446, H15 1.145
5 C -2.73 0.65 -0.75  H2 1.105, H3 1.155, H18 1.089, C21 1.523
6 C 1.46 -0.75 1.55  C4 1.397, H9 1.109, C11 1.508, N14 1.462
7 H 1.26 -0.45 -1.94  C20 1.140
8 H 1.37 -2.19 -0.07  C11 1.110
9 H 1.31 -1.52 2.33  C6 1.109
10 C 0.39 0.63 0.01  C4 1.471, H12 1.106, N17 1.412, C20 1.512
11 C 1.83 -1.21 0.16  C6 1.508, H8 1.110, H13 1.113, C20 1.471
12 H 0.26 1.65 -0.40  C10 1.106
13 H 2.93 -1.04 0.07  C11 1.113
14 N 2.03 0.56 1.85  H1 0.929, C4 1.446, C6 1.462
15 H -0.26 0.58 2.10  C4 1.145
16 H -1.62 -0.73 -2.07  C21 1.084
17 N -0.41 -0.37 -0.58  C10 1.412, C20 1.462, C21 1.563
18 H -3.43 0.70 -1.58  C5 1.089
19 H -1.19 1.06 -2.16  C21 1.104
20 C 1.03 -0.46 -0.82  H7 1.140, C10 1.512, C11 1.471, N17 1.462
21 C -1.50 0.21 -1.54  C5 1.523, H16 1.084, N17 1.563, H19 1.104

The HOMO-LUMO gap comes out at 9.47 eV. As for the energy above the lowest of the compared OMol25 structures with the same formula, charge and spin: 3.742 eV. Its SMILES is CCN1[C@H]2[C@@H]3N[C@@H]3C[C@H]21.